A 11-piece molecular cluster, C25H72N2O11 overall in a non-equilibrium geometry, computed with ωB97M-V/def2-TZVPD.

```
110
Properties=species:S:1:pos:R:3:forces:R:3
C 3.00169 -3.43460 -1.25503 0.60 1.18 0.48
O 3.17669 -3.92160 0.08797 0.40 -0.09 -0.17
H 2.41469 -4.06860 -1.84803 -1.41 -0.93 -0.46
H 3.91669 -3.35860 -1.84903 0.44 0.16 0.63
H 2.54369 -2.42760 -1.17103 0.20 -0.68 -0.09
H 3.13069 -4.88560 0.15797 -0.03 0.32 -0.36
C -1.74031 -3.33860 0.46897 -0.33 1.35 -0.02
O -0.68331 -3.28560 -0.49603 0.02 -0.57 1.19
H -2.59431 -3.87460 0.06197 -0.23 0.10 -0.04
H -1.98731 -2.30860 0.82497 -0.12 -0.70 -0.48
H -1.43831 -3.82160 1.36897 0.58 -0.68 0.51
H -1.12431 -3.23560 -1.34003 -0.04 0.17 -0.83
C 1.04269 4.97540 -0.12503 0.53 1.59 0.06
O 1.64969 3.99340 -0.92303 0.26 0.53 -0.60
H 0.33169 4.54140 0.53997 -0.71 -0.40 0.67
H 0.47069 5.75740 -0.71903 0.90 -1.00 0.36
H 1.81569 5.50440 0.51197 -0.74 -0.30 -0.63
H 1.59369 3.15440 -0.45303 -0.36 -0.21 -0.12
C 0.72369 -1.97960 2.49497 -7.58 4.58 4.01
O -0.53831 -1.39060 2.73797 5.55 -2.74 -1.51
N 1.11869 -2.49460 1.42397 -1.40 -2.46 -6.90
N 1.62569 -2.00060 3.41397 3.02 0.20 3.36
H 0.41869 -2.69660 0.66997 0.94 0.59 0.76
H 2.00269 -2.90160 1.19297 0.34 -0.09 0.61
H 1.53769 -1.51760 4.29497 -0.38 -0.06 -0.35
H 2.56369 -2.35760 3.16797 -0.94 0.13 0.67
C -5.72331 -2.37860 -2.03803 -0.09 0.39 -2.19
C -5.34031 -0.98560 -1.56303 -0.23 -4.97 7.12
C -4.10131 -1.08060 -0.65703 -0.75 0.16 -0.44
O -5.07931 -0.10460 -2.41603 -0.25 5.89 -8.42
H -5.05731 -2.67760 -2.91503 -1.13 0.66 0.52
H -6.81631 -2.29460 -2.28903 1.03 -0.87 -0.16
H -5.49131 -3.16860 -1.35703 -0.43 -0.24 0.97
H -6.16031 -0.58060 -0.98503 -0.68 -0.51 1.11
H -3.28031 -1.51960 -1.18703 0.67 0.14 -0.51
H -4.28631 -1.72460 0.13497 -0.60 -1.62 1.46
H -3.85331 -0.18960 -0.11503 0.33 0.92 -0.40
H -5.90131 0.08440 -2.98303 1.90 -0.19 0.96
C -2.86031 1.87140 -3.57203 0.66 1.32 -0.50
C -2.72331 1.88440 -2.08303 7.93 -1.46 -2.66
C -1.62431 2.84140 -1.58103 -0.47 0.67 -1.15
O -3.74431 2.14540 -1.42603 -7.30 3.24 4.64
H -3.65031 1.24440 -3.90603 -1.09 -0.18 -0.21
H -1.99131 1.41440 -3.99103 0.89 -0.09 -0.38
H -2.90731 2.90440 -3.93703 -0.37 -0.20 -0.27
H -2.45131 0.85740 -1.84603 0.99 -0.68 0.11
H -2.04431 3.89440 -1.61203 0.37 -1.12 0.18
H -0.82931 2.82340 -2.31503 0.66 0.05 0.21
H -1.27331 2.60040 -0.57403 0.00 0.08 -0.35
H -4.31331 1.43340 -1.60803 -2.11 -1.20 0.02
C 3.85069 2.87240 2.02297 0.05 -0.04 -0.66
C 2.97869 2.38940 3.15997 5.28 7.04 2.89
C 2.15369 3.53140 3.80297 1.27 0.52 -0.91
O 2.24669 1.41040 2.86997 -4.26 -5.99 -2.56
H 3.21969 3.24640 1.20297 0.38 0.53 0.17
H 4.41869 2.05640 1.56897 -0.06 -0.21 0.23
H 4.61369 3.57540 2.39697 -0.62 0.09 -0.37
H 3.71569 2.16140 3.94097 0.22 -0.42 0.42
H 1.64869 3.23740 4.69197 -0.03 -0.51 1.13
H 1.34669 3.86940 3.18797 -0.41 0.31 -0.95
H 2.83569 4.36440 3.99497 -0.30 0.01 0.23
H 1.52269 1.51940 3.46497 -1.58 -1.02 0.36
C -2.97531 3.67240 1.62797 -1.60 0.15 -0.44
C -2.25231 2.58340 2.35897 -7.22 -2.27 -1.22
C -2.52631 1.20040 1.80797 -2.19 0.46 -0.37
O -1.01031 2.69040 2.37697 9.53 2.19 1.11
H -4.04031 3.37440 1.54197 0.42 0.22 -0.07
H -2.61131 3.83740 0.61897 0.11 0.15 0.03
H -2.97731 4.58140 2.22397 0.28 0.29 -0.13
H -2.68531 2.59740 3.31297 -0.45 0.03 2.10
H -3.59131 1.05340 1.85197 -0.75 -0.20 -0.66
H -2.16031 0.36940 2.33697 1.18 -0.71 1.15
H -2.14631 1.13040 0.80497 -0.07 -0.02 -0.77
H -0.63831 2.11540 1.71997 0.80 -0.27 -0.56
C -1.88031 -1.34660 -4.21303 -0.76 -0.91 -0.59
C -1.49231 -2.80360 -3.94703 3.09 2.34 -4.80
C -0.00831 -2.90360 -3.77903 1.09 -0.47 -1.26
O -1.89631 -3.23460 -2.81103 -4.82 -3.06 6.58
H -2.95331 -1.26260 -4.13103 -0.47 0.25 0.28
H -1.65931 -1.04760 -5.22003 0.38 0.10 -0.60
H -1.40531 -0.64960 -3.54403 0.21 0.01 0.48
H -1.89331 -3.55260 -4.63003 0.41 0.70 -1.47
H 0.28769 -3.91260 -3.53503 0.00 -0.48 0.01
H 0.32769 -2.29160 -2.97603 -0.02 0.65 0.79
H 0.55369 -2.59860 -4.63003 0.47 0.28 -0.92
H -2.59431 -3.88560 -2.99403 0.18 0.45 1.01
C 0.23269 -0.09160 -1.02403 1.03 -1.02 -0.31
C 1.30369 0.53840 -0.06803 0.98 -7.56 -1.69
C 2.64969 0.68240 -0.76703 0.77 -0.45 -0.02
O 0.99469 1.67540 0.35897 -2.62 9.63 3.65
H -0.80731 -0.16160 -0.73803 -0.17 0.44 0.85
H 0.48169 -1.16360 -1.22603 0.17 0.84 0.28
H 0.22669 0.39240 -1.99903 0.21 0.34 -0.11
H 1.31669 -0.00360 0.92597 0.68 -1.32 -1.65
H 2.92469 -0.14960 -1.37803 0.37 -1.02 -0.09
H 3.41769 0.87640 -0.01203 0.07 -0.22 -0.12
H 2.72969 1.50440 -1.48303 -0.70 0.33 0.24
H 1.53369 1.86740 1.17397 -0.79 -0.29 -0.66
C 4.69269 -0.62460 3.37597 0.22 2.08 -0.09
C 4.42369 -1.63960 2.23597 4.82 10.71 -2.51
C 5.69769 -1.86260 1.40797 1.52 3.85 -1.93
O 4.18269 -2.76860 2.60897 -4.36 -11.75 3.32
H 5.53369 -0.83560 4.01097 0.59 -1.02 0.15
H 3.91169 -0.32260 4.11997 0.02 -0.63 -1.12
H 5.06269 0.34740 2.92797 -0.76 -0.94 0.16
H 3.65869 -1.22660 1.57297 -0.30 0.61 -0.22
H 5.52469 -2.60360 0.66597 -0.46 -0.97 -0.60
H 6.61969 -2.18360 1.94397 -0.82 0.56 0.04
H 5.88169 -0.92660 0.73397 0.30 -1.33 1.29
H 4.01369 -3.19160 1.73397 -0.04 -1.21 1.09
```
Forces are in eV/Å.

Properties
Kohn-Sham gap: 8.6 eV
LUMO energy: 0.13 eV
SMILES string: NC(N)=O.CC(C)O.CC(C)O.CC(C)O.CC(C)O.CC(C)O.CC(C)O.CC(C)O.CO.CO.CO